Record 1
Computed, not measured: one molecule with the formula C4H9NO2 at a distorted geometry, with ωB97M-V/def2-TZVPD.

ΔE to the lowest compared entry with this formula, charge and spin = 304.05 kJ/mol
SMILES = CN[C@@H](C=O)CO
LUMO energy = 0.7 eV
calculated total energy = -362.9697 Eh
highest occupied orbital energy = -8.839 eV

Atoms and positions in Å:
C 1.689 -0.094 -1.158
N 1.312 0.240 0.286
C -0.028 0.097 0.871
C -0.771 -1.009 0.107
O -2.171 -0.803 0.487
C -0.895 1.403 0.895
O -1.118 2.067 -0.078
H 1.228 -0.961 -1.677
H 1.700 0.809 -1.766
H 2.771 -0.302 -1.157
H 1.496 1.240 0.235
H 0.206 -0.159 1.925
H -0.478 -2.015 0.487
H -0.791 -0.903 -0.998
H -2.663 -1.114 -0.276
H -1.487 1.504 1.817


Record 2
Computed, not measured: one molecule with the formula C4H9NO2, with ωB97M-V/def2-TZVPD.

ΔE to the lowest compared entry with this formula, charge and spin = 39.87 kJ/mol
SMILES = C[C@@H](O)CC(N)=O
LUMO energy = 0.7 eV
calculated total energy = -363.0703 Eh
highest occupied orbital energy = -9.576 eV

Atoms and positions in Å:
C 0.174 0.338 -2.069
C -0.273 0.472 -0.615
O -1.489 -0.260 -0.405
C 0.830 -0.027 0.326
C 0.560 -0.002 1.829
O 1.330 0.535 2.609
N -0.535 -0.702 2.237
H 0.507 -0.691 -2.253
H 1.000 1.014 -2.319
H -0.665 0.566 -2.737
H -0.487 1.527 -0.396
H -1.723 -0.718 -1.223
H 1.068 -1.063 0.053
H 1.731 0.576 0.179
H -0.768 -0.643 3.217
H -1.258 -0.923 1.567